13
Properties=species:S:1:pos:R:3:forces:R:3:nbo_charge:R:1 method="wB97M-V/def2-TZVPD" fmax_ev_per_a=6.4 e_tot_ev=-20078.3041 smiles="C=CS(=O)(=O)NN" molar_mass_g_mol=122.149
C -2.356741 -0.256141 -0.539023 -3.3 0.6 -0.2 -0.392
C -1.421517 -0.828623 0.078419 6.2 -0.7 1.4 -0.363
S 0.378731 -0.420606 -0.669608 -3.4 0.1 1.3 2.202
O 1.197926 -1.575235 -0.511006 0.7 -0.1 0.0 -0.926
O 0.023953 0.160035 -1.940226 1.0 0.1 0.2 -0.936
N 0.904722 0.758984 0.407856 0.6 2.4 0.2 -0.751
N 2.112979 0.778715 1.188958 1.0 2.5 -3.7 -0.635
H -3.380021 -0.429671 -0.215204 0.0 0.4 -0.3 0.216
H -2.050940 0.415656 -1.280756 -0.4 0.7 -1.5 0.239
H -1.317838 -1.308853 1.039970 -0.4 -0.5 -0.2 0.221
H 0.744704 1.778560 0.132344 -0.2 -2.3 0.1 0.408
H 2.980349 0.921670 0.555394 -1.9 -0.8 1.5 0.352
H 2.183692 0.005509 1.752883 0.2 -2.3 1.3 0.363